[1]
{
  "formula": "C26H50BrN3O9P",
  "method": "wB97M-V/def2-TZVPD",
  "fmax_ha_per_bohr": 0.045,
  "charge": -1,
  "homo_lumo_gap_ev": 6.289,
  "e_tot_ha": -4777.2640,
  "lumo_energy_ev": 2.054,
  "species": ["O", "N", "O", "C", "P", "O", "C", "C", "C", "C", "Br", "C", "C", "C", "O", "C", "C", "C", "C", "C", "C", "O", "H", "H", "H", "H", "H", "H", "H", "H", "H", "H", "H", "H", "H", "H", "H", "H", "H", "H", "H", "H", "C", "O", "C", "C", "N", "C", "C", "O", "C", "H", "H", "H", "H", "H", "H", "H", "H", "H", "H", "H", "H", "H", "H", "H", "C", "O", "C", "C", "N", "C", "C", "O", "C", "H", "H", "H", "H", "H", "H", "H", "H", "H", "H", "H", "H", "H", "H", "H"],
  "xyz": [[-7.564, 0.182, 5.764], [-6.609, -0.306, 5.240], [-5.520, 0.458, 5.419], [-4.321, -0.154, 4.829], [-3.318, 1.193, 3.825], [-4.841, 1.928, 3.439], [-4.862, 2.249, 2.050], [-5.892, 3.353, 1.897], [-7.303, 2.964, 2.335], [-8.043, 2.041, 1.362], [-7.574, 0.155, 1.511], [-3.374, 2.576, 1.696], [-3.030, 3.886, 0.938], [-2.373, 3.694, -0.416], [-1.289, 4.222, -0.642], [-3.023, 2.917, -1.551], [-3.880, 1.849, -1.417], [-4.382, 1.193, -2.513], [-4.025, 1.606, -3.766], [-3.195, 2.690, -3.931], [-2.706, 3.327, -2.827], [-2.525, 2.380, 2.802], [-3.735, -0.596, 5.644], [-4.711, -0.921, 4.155], [-3.066, 1.981, 5.006], [-2.053, 0.533, 4.175], [-3.349, 0.222, 2.753], [-5.061, 1.283, 1.571], [-5.860, 3.709, 0.857], [-5.548, 4.177, 2.532], [-7.893, 3.893, 2.334], [-7.319, 2.595, 3.361], [-9.109, 2.138, 1.567], [-7.885, 2.373, 0.336], [-3.022, 1.794, 1.003], [-2.319, 4.426, 1.566], [-3.880, 4.566, 0.791], [-4.180, 1.493, -0.440], [-5.030, 0.336, -2.378], [-4.412, 1.053, -4.617], [-2.922, 3.038, -4.920], [-2.048, 4.179, -2.956], [2.208, -1.273, -2.004], [1.115, -2.134, -2.270], [1.291, -3.456, -1.778], [0.332, -3.742, -0.639], [0.693, -2.993, 0.557], [-0.313, -3.039, 1.619], [-1.669, -2.395, 1.340], [-1.621, -0.993, 1.204], [-1.319, -0.522, -0.094], [2.032, -0.335, -2.527], [2.292, -1.060, -0.934], [3.145, -1.704, -2.371], [2.327, -3.642, -1.477], [1.059, -4.134, -2.606], [0.355, -4.813, -0.411], [-0.678, -3.488, -0.988], [0.842, -2.024, 0.306], [0.119, -2.531, 2.484], [-0.467, -4.084, 1.910], [-2.299, -2.582, 2.215], [-2.188, -2.853, 0.488], [-1.692, -1.191, -0.876], [-0.242, -0.369, -0.217], [-1.796, 0.449, -0.215], [9.246, -0.887, 0.768], [9.718, -0.904, -0.567], [9.821, -2.210, -1.123], [8.801, -2.407, -2.227], [7.449, -2.478, -1.688], [6.398, -2.437, -2.703], [6.255, -1.159, -3.528], [5.825, -0.035, -2.781], [6.864, 0.685, -2.140], [9.327, 0.135, 1.134], [8.196, -1.192, 0.826], [9.851, -1.535, 1.408], [9.729, -2.985, -0.356], [10.822, -2.291, -1.558], [9.024, -3.337, -2.760], [8.914, -1.572, -2.932], [7.306, -1.703, -1.054], [5.452, -2.600, -2.180], [6.533, -3.285, -3.382], [5.468, -1.341, -4.266], [7.159, -0.924, -4.103], [7.799, 0.650, -2.704], [7.026, 0.318, -1.123], [6.546, 1.725, -2.061]],
  "forces_ev_per_angstrom": [[0.0397, -0.2077, -0.2164], [-0.0389, 0.4925, 0.3386], [0.1984, -0.5946, 0.3368], [-0.0146, 0.7698, 0.0152], [0.7940, -1.7928, 1.2150], [0.4093, 0.3359, -0.6669], [0.7718, -0.4864, 1.7539], [0.4332, -0.2927, -0.2710], [-0.0394, 0.2975, -0.5900], [-0.1519, 0.6989, 0.4739], [-0.1694, 0.1161, -0.1047], [1.2166, -0.5498, -1.2991], [-0.0784, 0.1615, 0.3900], [0.9676, 0.4218, 0.1154], [-0.9569, -0.4432, 0.0515], [0.2316, 0.5033, 0.6217], [-0.5417, -0.2590, 1.2808], [-0.2321, -0.5129, 0.1266], [-0.4557, -0.6057, -1.0058], [0.0238, 0.0259, -0.7081], [0.8065, 0.9782, -0.2005], [-1.1284, 0.5270, 0.2261], [-0.1537, 0.0499, 0.0034], [0.3014, -0.0466, -0.0271], [-0.7420, 0.4318, -0.1616], [-0.0265, -0.0002, -0.0563], [-0.5179, 0.6758, -0.6509], [-0.5521, 0.5047, -0.6152], [-0.3893, 0.0177, 0.0712], [0.0096, -0.0335, -0.0766], [-0.0242, -0.1038, 0.0407], [0.1515, -0.1860, -0.1256], [0.0270, -0.4338, -0.0353], [0.1671, -0.2874, -0.0157], [-0.4748, -0.0655, -0.0173], [0.0480, -0.0021, -0.1621], [-0.0734, -0.2388, 0.0104], [0.0366, 0.0679, -0.0535], [-0.0258, 0.0337, 0.0155], [0.0752, 0.1624, -0.0764], [-0.0292, -0.0415, 0.0012], [0.0188, -0.0615, 0.1227], [-0.1734, 0.0053, -0.0197], [0.2632, 0.0395, 0.0502], [-0.3403, -0.1841, -0.1905], [0.0898, 0.3091, 0.0933], [-0.0684, -0.1489, -0.0344], [0.1895, 0.1338, 0.0224], [-0.1658, -0.0578, 0.3374], [0.0852, -0.1788, -0.3419], [0.0539, 0.1561, 0.2478], [-0.0610, -0.0344, -0.0166], [0.1750, -0.0075, -0.0049], [0.0470, 0.0323, 0.0674], [0.0010, 0.1193, 0.0863], [0.0319, -0.0243, 0.0147], [-0.0195, 0.0026, 0.0236], [-0.0173, -0.1474, -0.1183], [-0.0018, 0.0025, -0.0139], [-0.0782, -0.0021, 0.0319], [-0.0252, -0.0157, -0.0665], [0.0058, 0.0325, 0.0046], [0.1050, 0.0395, -0.1073], [0.0542, -0.0461, -0.0033], [0.0031, -0.0572, -0.1796], [-0.0348, 0.0209, 0.0336], [0.0210, 0.1134, -0.1234], [-0.0954, -0.1303, 0.2371], [0.2272, 0.0921, -0.3552], [-0.1845, 0.1427, 0.2130], [0.0724, -0.0046, -0.1833], [-0.0384, 0.0180, 0.2586], [-0.2955, -0.1676, -0.1627], [0.2819, -0.0499, -0.1010], [-0.2949, 0.1305, 0.1145], [0.0176, 0.0084, -0.0592], [0.0223, -0.0870, 0.1126], [-0.0547, -0.0329, 0.0287], [-0.1275, 0.0561, 0.0440], [0.0014, -0.0329, 0.0175], [-0.0304, 0.0003, -0.0157], [0.1721, -0.0601, -0.0757], [0.0146, -0.0257, 0.0403], [-0.0353, 0.0020, -0.0752], [0.0519, 0.0289, -0.0284], [-0.0183, 0.0201, 0.0222], [0.0898, 0.0495, 0.1355], [0.0220, -0.0809, 0.0273], [0.1821, 0.0089, -0.0137], [-0.0321, -0.0153, -0.0485]]
}



[2]
{
  "formula": "C26H50Cl4N3O9P",
  "method": "wB97M-V/def2-TZVPD",
  "fmax_ha_per_bohr": 0.117,
  "charge": -1,
  "multiplicity": 2,
  "homo_lumo_gap_ev": [1.794, 9.281],
  "e_tot_ha": -4044.1430,
  "lumo_energy_ev": [2.131, 2.104],
  "species": ["Cl", "C", "C", "Cl", "H", "H", "H", "H", "Cl", "C", "C", "Cl", "H", "H", "H", "H", "O", "P", "N", "C", "C", "N", "C", "C", "N", "C", "C", "H", "H", "H", "H", "H", "H", "H", "H", "H", "H", "H", "H", "H", "H", "H", "H", "H", "H", "O", "C", "O", "C", "C", "C", "H", "H", "H", "H", "H", "H", "O", "C", "O", "C", "C", "C", "H", "H", "H", "H", "H", "H", "O", "C", "O", "C", "C", "C", "H", "H", "H", "H", "H", "H", "O", "C", "O", "C", "C", "C", "H", "H", "H", "H", "H", "H"],
  "xyz": [[-7.711, 0.194, -0.431], [-7.089, -1.485, -0.435], [-6.313, -1.742, -1.659], [-4.637, -1.471, -1.247], [-7.892, -2.217, -0.527], [-6.716, -1.781, 0.545], [-6.735, -1.233, -2.526], [-6.473, -2.811, -1.798], [-0.219, 0.200, -0.227], [-0.503, -1.382, -0.963], [-1.074, -1.183, -2.419], [-1.673, -2.735, -3.131], [-1.231, -1.897, -0.335], [0.446, -1.918, -0.961], [-0.341, -0.659, -3.033], [-1.979, -0.592, -2.278], [3.181, 3.082, 2.339], [3.022, 2.240, 3.553], [1.397, 1.913, 4.125], [0.773, 0.727, 3.549], [0.541, 3.073, 4.431], [3.681, 3.094, 4.874], [3.284, 2.929, 6.319], [4.698, 4.075, 4.573], [3.860, 0.706, 3.448], [4.222, 0.142, 4.684], [4.054, -0.064, 2.265], [1.280, -0.221, 3.731], [0.701, 0.940, 2.483], [-0.140, 0.517, 4.107], [-0.369, 3.001, 3.834], [1.107, 3.924, 4.053], [0.192, 3.253, 5.448], [3.293, 3.841, 6.916], [2.281, 2.505, 6.355], [3.868, 2.180, 6.856], [4.289, 4.988, 4.141], [5.285, 4.308, 5.462], [5.403, 3.587, 3.900], [3.374, 0.059, 5.364], [4.775, -0.793, 4.592], [4.976, 0.738, 5.197], [5.109, -0.328, 2.182], [3.981, 0.545, 1.365], [3.516, -0.998, 2.103], [4.239, -4.676, -1.632], [3.547, -4.691, -2.643], [3.166, -5.775, -3.207], [2.828, -5.497, -4.498], [2.138, -4.104, -4.593], [2.901, -3.516, -3.336], [2.042, -6.221, -4.713], [3.508, -5.741, -5.313], [1.059, -4.156, -4.452], [2.534, -3.575, -5.459], [2.166, -3.152, -2.618], [3.678, -2.874, -3.750], [-1.696, 2.682, -6.072], [-2.563, 2.398, -5.335], [-2.420, 1.498, -4.474], [-3.370, 1.565, -3.429], [-3.993, 2.859, -3.673], [-3.892, 3.135, -5.173], [-3.050, 1.642, -2.390], [-4.150, 0.804, -3.423], [-3.297, 3.581, -3.244], [-5.024, 2.946, -3.332], [-4.025, 4.164, -5.505], [-4.661, 2.616, -5.746], [-0.656, -3.227, 2.281], [-1.858, -2.981, 2.125], [-2.305, -1.822, 1.503], [-3.569, -1.580, 2.001], [-3.913, -2.835, 2.921], [-2.984, -3.904, 2.495], [-4.267, -1.375, 1.189], [-3.641, -0.740, 2.692], [-4.928, -3.230, 2.953], [-3.820, -2.378, 3.906], [-3.301, -4.445, 1.603], [-2.515, -4.494, 3.282], [2.764, -0.130, -3.650], [2.169, 0.896, -3.268], [1.070, 1.502, -3.847], [0.730, 2.764, -3.400], [1.519, 2.846, -2.010], [2.572, 1.711, -2.051], [-0.304, 2.983, -3.134], [1.075, 3.548, -4.073], [0.888, 2.847, -1.121], [2.132, 3.743, -1.928], [2.368, 1.121, -1.157], [3.615, 2.017, -2.126]],
  "forces_ev_per_angstrom": [[-0.0757, 0.0285, 0.4148], [-2.0773, -0.3950, 0.3445], [-0.0440, -1.0674, 0.5397], [1.2124, 0.4267, -1.0327], [-0.9963, 0.5717, 0.0908], [0.8089, 0.4766, -0.2709], [0.5943, 0.2750, 0.0846], [0.6095, -0.2493, -0.4345], [0.0319, 0.4308, -0.0062], [-0.4605, -0.8039, -1.3521], [-0.1084, -0.0072, 1.7641], [0.6885, 0.4886, 0.2189], [0.2089, 0.0942, -0.2073], [-0.1163, 0.0220, -0.0316], [-0.2342, -0.3443, -0.3068], [0.1484, 0.1144, -0.3394], [-0.2465, -0.8227, 0.2397], [-0.3006, -0.2901, 1.1538], [2.4792, -0.2012, 0.6266], [-0.1401, 0.1963, 0.3362], [0.4192, -0.1682, -1.4997], [-1.3102, -0.7705, 1.2820], [-0.3551, -0.7843, -1.2350], [0.6223, -0.5133, -0.1014], [-1.9236, 2.5777, -0.4169], [0.9595, -0.3571, 1.5893], [1.2272, 0.2325, -1.5292], [0.7951, 0.2875, -0.2017], [-0.8494, -0.7841, -0.1067], [-0.5500, 0.4582, -0.6229], [-0.0476, 0.0432, -0.2144], [-0.3588, 0.4385, 0.3159], [0.5369, -0.4558, 0.3648], [0.1084, 0.2739, -0.4931], [-0.0994, 0.2497, -0.0943], [0.5800, 0.0431, -0.1190], [0.1161, 0.0059, -0.0955], [-0.2086, 0.0680, 0.1758], [0.1295, 0.5115, -0.3728], [-0.0597, -0.4436, 0.1635], [-0.6156, -0.3722, -0.3492], [-0.0243, 0.5076, 0.1927], [0.3195, -0.3087, 0.3458], [-0.6650, 0.2283, 0.1101], [-0.5959, 0.1027, 0.4797], [-0.9983, 0.1151, -1.5334], [1.6127, 2.5556, 3.5462], [1.0004, -2.7208, -0.0262], [-4.1690, -1.2912, -3.4741], [2.6470, -0.4133, 1.7035], [-0.7082, -0.1508, -1.0389], [-0.1580, -0.2781, -0.1690], [1.1006, 0.4840, 0.6291], [0.2225, 0.1733, -0.3291], [-0.8560, -0.0146, -0.1263], [0.5733, 0.9250, -0.0418], [-0.3191, 0.6789, 0.9031], [2.2645, 0.6622, -2.5486], [-1.8840, 3.8497, -2.1348], [1.1049, -4.4701, 3.8670], [-1.7994, -0.4349, 0.7769], [-1.5631, 2.8235, -0.6576], [-0.4473, -1.2377, 0.3177], [1.2702, -0.7464, -0.2797], [0.5091, -0.6854, -0.5893], [-0.5508, 0.5472, 0.4963], [0.2759, 0.1500, 0.5284], [0.9139, -0.0033, 0.2418], [-0.0833, -0.4841, 0.0756], [-2.5917, 1.0853, -0.5595], [3.8026, -0.9700, -1.0491], [1.6219, -1.1323, 0.9084], [-3.0624, -0.5684, 0.8290], [-2.0876, 1.1998, 0.1314], [2.0359, 1.2694, 0.5579], [0.1076, -0.3089, 0.1022], [0.6284, 0.4165, -0.2566], [-0.4190, 0.5704, -0.6288], [0.7132, -0.8722, 0.4187], [-0.1911, -0.1876, 0.1177], [-0.6456, -0.4759, -0.1616], [-2.6211, 3.0520, 0.4202], [1.4816, -1.3069, -0.0131], [0.3386, -2.7840, -1.5897], [1.6422, 1.5190, 3.2377], [1.3034, 1.0261, -0.6888], [-1.7738, -0.0602, 0.0547], [-0.2954, -0.9442, -0.6751], [0.0282, -0.2483, -0.2614], [-0.0899, -0.4058, -0.2673], [-0.4783, 0.4746, -0.1565], [0.6370, -0.3885, -0.1202], [-0.1754, -0.0081, 0.1131]]
}